Record 1
20
Properties=species:S:1:pos:R:3:mulliken_charge:R:1 method="wB97M-V/def2-TZVPD" de_lowest_kcal_mol=109.94 energy_ha=-236.83621 lumo_energy_ev=0.760 homo_ha=-0.269 orbital_gap_ev=8.092
C -2.22089 -0.50631 -0.05803 -1.06
C -1.31988 0.21647 -1.07706 -0.66
C 0.17798 0.11367 -0.88931 -0.44
C 0.87873 0.55397 0.31079 0.94
C 0.68030 -0.80061 0.80537 -1.17
C 2.32376 1.09900 0.30178 -1.55
H -1.82062 -1.50589 0.07782 0.24
H -2.19567 -0.01112 0.91907 0.28
H -3.23920 -0.55527 -0.41112 0.41
H -1.55058 1.28724 -0.93204 0.27
H -1.60285 0.00600 -2.10348 0.40
H -1.44581 -2.73223 2.63472 0.28
H 0.76850 -0.30366 -1.69662 0.40
H 0.22503 1.29216 0.79520 0.27
H 0.82081 -1.73406 0.28386 0.38
H -1.08486 -2.65712 1.98680 -0.31
H 0.43037 -0.98204 1.84543 0.30
H 2.92680 0.27454 -0.09208 0.31
H 2.42997 1.92534 -0.40825 0.37
H 2.71712 1.36395 1.27886 0.35

***

Record 2
20
Properties=species:S:1:pos:R:3:mulliken_charge:R:1 method="wB97M-V/def2-TZVPD" de_lowest_kcal_mol=72.11 energy_ha=-236.89649 lumo_energy_ev=1.219 homo_ha=-0.318 orbital_gap_ev=9.860
C -0.30209 -1.73647 2.26752 -0.75
C -0.16131 -0.62193 1.54050 -0.36
C 0.35556 -0.60013 0.11966 -0.95
C 0.52384 0.76349 -0.57573 0.93
C 1.47655 0.60480 -1.76514 -1.55
C -0.78588 1.40720 -1.04059 -1.49
H -0.21989 -2.71690 1.79949 0.27
H -1.80505 -0.93312 1.34650 0.08
H -0.61538 -1.69630 3.30630 0.29
H -2.06801 -0.35659 0.87373 -0.03
H -0.35451 0.35461 1.99270 0.38
H -0.18443 -1.29442 -0.54397 0.39
H 1.35114 -1.02720 0.26620 0.37
H 0.99885 1.44387 0.14637 0.20
H 1.66549 1.56755 -2.25309 0.41
H 2.44129 0.18897 -1.45248 0.38
H 1.04868 -0.07021 -2.51793 0.33
H -0.58156 2.35160 -1.56248 0.41
H -1.31868 0.75004 -1.73934 0.33
H -1.46462 1.62114 -0.20824 0.36

***

Record 3
20
Properties=species:S:1:pos:R:3:mulliken_charge:R:1 method="wB97M-V/def2-TZVPD" de_lowest_kcal_mol=2.09 energy_ha=-237.00808 lumo_energy_ev=1.220 smiles=CCC(C)CC homo_ha=-0.402 orbital_gap_ev=12.166
C -2.15229 0.51237 1.33782 -1.36
C -0.66022 0.73509 1.10067 -0.57
C 0.03736 -0.23855 0.13229 0.71
C -0.79314 -0.57059 -1.10714 -1.58
C 1.40646 0.33790 -0.25692 -0.61
C 2.33899 -0.64992 -0.95512 -1.22
H -2.35956 -0.51584 1.65569 0.33
H -2.51332 1.18727 2.12101 0.39
H -2.74642 0.71534 0.44067 0.33
H -0.50760 1.76393 0.74477 0.31
H -0.13935 0.67473 2.06679 0.33
H 0.21102 -1.18298 0.67385 0.17
H -0.27265 -1.29244 -1.74512 0.42
H -1.75739 -1.01224 -0.83830 0.39
H -0.98515 0.32691 -1.70885 0.31
H 1.89884 0.71992 0.64762 0.36
H 1.24044 1.21114 -0.90652 0.32
H 1.94164 -0.96945 -1.92440 0.30
H 3.32294 -0.20298 -1.13276 0.36
H 2.48942 -1.54960 -0.34605 0.31

***

Record 4
20
Properties=species:S:1:pos:R:3:mulliken_charge:R:1 method="wB97M-V/def2-TZVPD" de_lowest_kcal_mol=90.52 energy_ha=-236.86715 lumo_energy_ev=0.587 homo_ha=-0.292 orbital_gap_ev=8.528
C -1.68481 1.15963 -0.02555 -1.07
C -0.64792 0.58445 0.87455 -0.71
C -1.12880 -1.98792 -0.15636 -1.02
C 0.75915 0.69724 0.40509 1.06
C 1.68751 -0.35466 1.02639 -1.47
C 1.11072 0.94597 -1.06763 -1.42
H -1.71326 2.21636 0.29093 0.40
H -1.51514 1.14814 -1.11286 0.32
H -2.68093 0.76204 0.19759 0.34
H -1.01747 -1.28076 0.67660 0.33
H -0.67091 -1.59314 -1.06842 0.19
H -2.19551 -2.14960 -0.32575 0.32
H -0.64085 -2.92139 0.12952 0.30
H 0.94226 1.64119 0.96799 0.26
H 1.60888 -1.30285 0.47949 0.32
H 1.41471 -0.54171 2.06845 0.37
H 2.73474 -0.03519 0.98045 0.43
H 0.54708 1.77943 -1.49766 0.40
H 2.17670 1.17931 -1.16799 0.41
H 0.91384 0.05345 -1.67484 0.24

***

Record 5
27
Properties=species:S:1:pos:R:3:mulliken_charge:R:1 method="wB97M-V/def2-TZVPD" de_lowest_kcal_mol=280.37 energy_ha=-1564.07059 charge=-1 lumo_energy_ev=2.809 homo_ha=-0.080 orbital_gap_ev=4.993
Ag -0.25432 -0.63272 1.54310 0.35
Cl 1.26334 -1.01574 2.95221 -0.77
Cl -2.33133 -1.66348 1.64820 -0.67
C -0.23726 2.66111 2.92735 -1.47
C -0.48263 1.77816 1.68402 1.07
O -1.22934 0.84587 1.63145 -0.55
N 0.36878 2.01461 0.70389 -0.16
C 0.67011 1.23630 -0.51610 1.07
H 0.74485 2.47292 3.36110 0.33
H -1.00080 2.47712 3.68317 0.35
H -0.33472 3.71868 2.68210 0.42
H 0.96257 2.79422 0.94824 0.23
H 0.49789 1.71887 -1.47817 0.42
H 0.13034 0.29605 -0.62866 -1.64
H 1.73930 1.05363 -0.40857 0.26
C -1.00532 -0.50328 -1.18427 -1.65
C 0.24046 -1.35591 -0.79308 0.54
O 0.68849 -1.14309 0.31523 -0.62
N 0.83245 -2.25518 -1.51855 -0.17
C 0.31849 -2.67360 -2.86378 -0.93
H -0.74288 0.34185 -1.82064 0.51
H -1.62037 -0.02835 -0.41990 0.43
H -1.62184 -1.23675 -1.70391 0.43
H 1.63644 -2.57141 -0.99540 0.28
H -0.48420 -3.40472 -2.76755 0.29
H 1.07016 -3.13964 -3.50089 0.34
H 0.18125 -1.78551 -3.48068 0.31

***

Record 6
23
Properties=species:S:1:pos:R:3:mulliken_charge:R:1 method="wB97M-V/def2-TZVPD" s2=0.75 energy_ha=-779.31640 charge=+2 lumo_energy_ev="-8.470 / -10.281" homo_ha="-0.599 / -0.599" multiplicity=2 orbital_gap_ev="7.841 / 6.027"
C 2.45710 0.75802 0.54287 -2.32
C 1.22935 -0.12691 0.30009 1.41
C 1.52163 -1.61463 0.50454 -1.83
C 0.64692 0.17248 -1.12192 -0.81
P -1.02883 0.84195 -1.19186 0.15
C -2.24676 0.26255 -0.02416 -0.44
C -3.71045 0.45855 -0.48375 -0.17
N -4.70966 0.18280 0.19580 -0.47
H 2.21261 1.82501 0.48710 0.40
H 2.85867 0.62604 1.55493 0.66
H 3.21272 0.59121 -0.24176 0.57
H 0.49242 0.13654 1.07259 0.30
H 1.58543 -1.86873 1.57110 0.56
H 0.75242 -2.26864 0.08207 0.44
H 2.44832 -1.95281 -0.03814 0.51
H 1.25343 0.90907 -1.66486 0.43
H 0.63097 -0.73020 -1.75092 0.47
H -0.98350 2.23604 -1.23728 0.21
H -2.06377 0.85676 0.88963 0.45
H -2.05689 -0.79839 0.19109 0.38
H -3.85428 0.88614 -1.48012 0.35
H -4.53712 -0.19636 1.12826 0.26
Ag 3.88928 -1.18649 0.71470 0.47

***

Record 7
30
Properties=species:S:1:pos:R:3:mulliken_charge:R:1 method="wB97M-V/def2-TZVPD" de_lowest_kcal_mol=0.00 energy_ha=-1173.60951 charge=-1 lumo_energy_ev=2.673 homo_ha=-0.240 orbital_gap_ev=9.212
N 1.73674 -0.99980 -0.69585 -0.40
C 1.17240 0.32606 -0.66508 0.20
N 2.15077 1.13000 0.07447 -0.71
N 1.06076 0.94587 -1.99312 -0.58
C -0.16101 0.26059 0.10082 -1.09
C -1.32311 -0.47991 -0.57843 0.63
C -2.15182 0.28580 -1.61924 -0.80
C -2.84286 1.35341 -0.78360 -0.58
N -3.23722 0.58267 0.42592 -0.44
C -2.41418 -0.59696 0.47393 -0.08
O -2.61498 -1.48977 1.24425 -0.56
H 2.72235 -0.88746 -0.91149 0.32
H 1.36797 -1.57405 -1.44578 0.25
H 1.83663 2.09556 0.06750 0.33
H 2.12888 0.82950 1.04990 0.33
H 1.06307 1.95436 -1.95816 0.25
H 0.26479 0.61116 -2.50785 0.22
H -0.46795 1.27359 0.36987 0.17
H 0.04719 -0.25990 1.03760 0.47
H -1.05026 -1.45152 -0.98207 0.45
H -2.96204 -0.39090 -1.91364 0.38
H -1.67778 0.60462 -2.54051 0.34
H -2.14350 2.15269 -0.53975 0.27
H -3.73670 1.75411 -1.25420 0.36
H -3.02282 1.13286 1.25079 0.33
F 2.03120 -0.38623 2.50641 -0.43
Al 2.84995 -1.84172 2.85693 0.60
F 3.55463 -1.71842 4.38389 -0.40
F 4.05789 -2.09166 1.70708 -0.41
F 1.76103 -3.12452 2.83943 -0.40

***

Record 8
31
Properties=species:S:1:pos:R:3:mulliken_charge:R:1 method="wB97M-V/def2-TZVPD" energy_ha=-1696.51280 lumo_energy_ev=-0.543 smiles="CN(C)C(=O)C[Si@](CC(=O)I)(B(O)O)P(O)O" homo_ha=-0.308 orbital_gap_ev=7.829
C 3.40572 0.81361 0.03132 -0.79
N 2.84572 -0.38308 -0.70634 -0.12
C 3.59151 -1.58224 -0.09093 -0.75
C 1.36469 -0.62044 -0.34330 0.45
O 0.92399 -1.87956 -0.62018 -0.52
C 0.43276 0.52968 0.36262 -0.51
Si -1.46626 0.27989 0.16149 0.07
C -2.18157 -0.89206 1.56597 -0.49
C -1.35677 -2.30098 1.71387 0.16
O -0.10226 -2.41546 2.19051 -0.49
I -2.42343 -4.16727 1.12495 0.01
B -2.04166 -0.24431 -1.60541 0.73
O -3.43581 0.07927 -2.07250 -0.53
O -1.21802 -1.00943 -2.59340 -0.53
P -2.39895 2.27266 0.57996 0.06
O -3.96023 2.40488 -0.17920 -0.40
O -1.31367 3.55939 0.13512 -0.54
H 2.85410 1.82594 -0.17137 0.23
H 3.48629 0.53700 1.18556 0.29
H 4.53453 0.94761 -0.32732 0.30
H 3.44684 -2.57507 -0.69319 0.22
H 3.25567 -1.66666 1.04421 0.30
H 4.73628 -1.27639 -0.10243 0.29
H 0.65233 0.48066 1.53482 0.33
H 0.68866 1.63663 0.03748 0.35
H -2.00520 -0.28669 2.57836 0.26
H -3.33627 -1.04145 1.44866 0.43
H -3.36248 0.91266 -2.64108 0.26
H -1.15357 -0.44677 -3.41990 0.26
H -3.77865 2.85506 -1.06271 0.29
H -0.68428 3.65293 0.93437 0.35

***

Record 9
25
Properties=species:S:1:pos:R:3:mulliken_charge:R:1 method="wB97M-V/def2-TZVPD" s2=0.75 energy_ha=-577.22261 lumo_energy_ev="0.501 / 0.401" homo_ha="-0.187 / -0.339" multiplicity=2 orbital_gap_ev="5.578 / 9.623"
F -0.59676 3.03389 -1.53782 -0.50
C 1.21988 -1.10839 -2.01717 -0.95
O 0.20882 -0.43961 -1.27470 0.12
C -0.42208 0.63854 -1.96713 -0.45
C -0.96844 1.60519 -0.95009 -0.09
O -1.92765 0.18496 0.34365 -0.61
C -1.51099 0.64654 1.58987 -0.51
C -0.42004 -0.22922 2.18729 -0.53
O 0.42291 -0.62463 1.10664 0.04
C 1.66446 -1.19569 1.47453 -0.73
Be -0.75001 -1.11519 -0.07795 -0.29
H 1.52519 -1.98100 -1.42828 0.30
H 0.82749 -1.41214 -2.99911 0.32
H 2.08494 -0.44362 -2.14727 0.36
H -1.24006 0.24962 -2.59474 0.24
H 0.31531 1.14672 -2.60823 0.47
H -2.06137 1.66523 -1.02385 0.39
H -0.21076 1.79733 -0.17878 0.16
H -2.34528 0.70985 2.31238 0.39
H -1.09726 1.67128 1.50521 0.24
H -0.83542 -1.12837 2.67484 0.39
H 0.16743 0.32648 2.93526 0.45
H 2.17122 -1.47129 0.54252 0.20
H 2.27127 -0.45390 2.01193 0.28
H 1.50721 -2.07260 2.12100 0.32

***

Record 10
24
Properties=species:S:1:pos:R:3:mulliken_charge:R:1 method="wB97M-V/def2-TZVPD" de_lowest_kcal_mol=0.00 energy_ha=-3636.04291 lumo_energy_ev=0.676 smiles=CCCC[Si@@](Cl)(Br)OCC homo_ha=-0.376 orbital_gap_ev=10.902
C 2.79223 1.37057 0.42635 -1.06
C 1.34995 0.87588 0.32780 0.12
C 0.70389 1.33455 -1.03912 -0.44
C -0.77695 1.55420 -0.87825 -0.92
Si -1.83998 0.57509 0.39534 0.55
Cl -1.94925 1.61559 2.15968 -0.26
Br -3.67240 0.15440 -0.71018 -0.27
O -1.34599 -0.85426 1.07204 -0.20
C -0.74947 -2.12264 0.86074 -0.15
C -1.32694 -3.04429 -0.26372 -1.02
H 3.54083 0.67563 -0.04589 0.30
H 2.87807 2.25644 -0.33257 0.23
H 3.13435 1.70716 1.47500 0.32
H 0.79578 1.33947 1.03405 0.30
H 1.14739 -0.16314 0.41043 -0.18
H 1.13746 2.34278 -1.33848 0.32
H 0.92116 0.56063 -1.82008 0.24
H -1.22490 1.57790 -1.91648 0.36
H -1.01393 2.51135 -0.49227 0.39
H 0.31749 -1.98323 0.53870 0.15
H -0.68522 -2.41406 1.90887 0.35
H -2.22167 -3.61455 -0.21853 0.31
H -1.32678 -2.36467 -1.10005 0.26
H -0.58512 -3.89078 -0.45336 0.30

***

| no. | M (g mol⁻¹) |
| --- | --- |
| 1 | 86.2 |
| 2 | 86.2 |
| 3 | 86.2 |
| 4 | 86.2 |
| 5 | 325.0 |
| 6 | 239.0 |
| 7 | 261.2 |
| 8 | 393.0 |
| 9 | 162.2 |
| 10 | 245.6 |